11 unconnected molecules or ions with the total composition C24H43F5O21 at a distorted geometry, computed with ωB97M-V with the def2-TZVPD basis set.

The HOMO energy is -0.356 Ha. As for the calculated total energy: -82169.1029 eV. Its HOMO-LUMO gap is 9.44 eV.

Element x y z (Å)
C (-3.5225, 2.1403, -2.5492)
C (-3.7768, 3.5961, -2.9475)
O (-4.8352, 3.9938, -2.1301)
C (-5.3301, 2.9440, -1.4140)
O (-6.2694, 2.9942, -0.7037)
O (-4.5475, 1.8484, -1.5936)
F (-4.1185, 3.6949, -4.2654)
H (-2.5476, 2.0702, -2.0707)
H (-3.6080, 1.4557, -3.3891)
H (-2.9493, 4.2808, -2.7772)
C (2.4722, 5.6734, 0.6960)
C (1.5436, 5.6838, -0.5174)
O (1.4138, 4.3431, -0.8460)
C (2.3916, 3.6145, -0.2375)
O (2.4851, 2.4363, -0.3455)
O (3.1016, 4.3883, 0.6016)
F (2.1563, 6.3571, -1.5596)
H (1.8883, 5.6986, 1.6148)
H (3.2168, 6.4572, 0.6272)
H (0.5724, 6.1594, -0.4083)
C (0.6135, 0.3083, 1.5195)
C (0.5423, -0.2843, 0.1147)
O (0.0035, 0.7398, -0.6371)
C (-0.5912, 1.6408, 0.1691)
O (-1.1797, 2.6078, -0.1955)
O (-0.3631, 1.3435, 1.4573)
F (-0.3597, -1.3435, 0.1445)
H (1.5747, 0.7980, 1.6908)
H (0.4023, -0.4638, 2.2534)
H (1.4129, -0.7546, -0.3340)
C (4.8025, -3.4367, -2.3431)
C (3.7523, -3.6754, -1.2805)
O (3.3136, -4.9753, -1.5186)
C (3.8510, -5.4441, -2.6828)
O (3.6824, -6.5273, -3.1177)
O (4.6087, -4.4845, -3.2665)
F (2.6551, -2.8513, -1.5123)
H (5.8315, -3.4130, -1.9744)
H (4.6702, -2.4446, -2.7809)
H (4.0322, -3.4965, -0.2469)
C (1.3708, 1.0945, 5.2289)
C (2.3338, 0.0665, 4.6395)
O (1.7508, -1.1510, 4.9710)
C (0.8145, -0.9595, 5.9731)
O (0.2007, -1.8322, 6.4701)
O (0.7215, 0.3539, 6.2549)
F (3.5715, 0.1778, 5.2224)
H (0.6465, 1.4032, 4.4722)
H (1.9122, 1.9418, 5.6350)
H (2.4847, 0.0855, 3.5613)
C (-0.8681, -3.5458, -5.2152)
C (0.0580, -3.3625, -4.0190)
C (-0.4236, -2.0431, -3.4366)
O (-1.8335, -2.0025, -3.6644)
C (-2.1594, -2.8275, -4.7883)
H (-1.0737, -4.6017, -5.4036)
H (-0.4407, -3.1599, -6.1385)
H (1.1024, -3.2586, -4.3294)
H (0.0537, -4.1455, -3.2624)
H (0.0585, -1.1741, -3.9046)
H (-0.2790, -1.9375, -2.3599)
H (-2.5447, -2.2238, -5.6126)
H (-2.9071, -3.5345, -4.4285)
C (-3.0963, -0.1374, 3.0368)
O (-4.4827, 0.0446, 2.8141)
H (-2.7806, -1.1837, 3.0303)
H (-2.5685, 0.4308, 2.2602)
H (-2.8029, 0.3097, 3.9874)
H (-4.6643, -0.4535, 2.0043)
C (-2.7835, 5.1707, 1.0415)
O (-1.4867, 5.3751, 0.4778)
H (-3.4984, 4.7794, 0.3160)
H (-2.7153, 4.4879, 1.8929)
H (-3.1459, 6.1294, 1.4039)
H (-1.1742, 4.5025, 0.2139)
C (4.2096, -0.6657, 0.9364)
O (3.3111, -1.6773, 1.4450)
H (3.7851, 0.3284, 1.0864)
H (5.1272, -0.6504, 1.5307)
H (4.4416, -0.8800, -0.1014)
H (3.6958, -2.0071, 2.2632)
C (0.5744, -3.8427, 3.1860)
O (1.3552, -4.1682, 2.0314)
H (1.1882, -3.6350, 4.0571)
H (-0.0596, -2.9861, 2.9130)
H (-0.1341, -4.6500, 3.3471)
H (2.0111, -3.4837, 1.8744)
C (-3.5671, -1.6918, -0.8166)
O (-4.1930, -0.7671, 0.0807)
H (-3.7170, -2.7002, -0.4427)
H (-4.0025, -1.6228, -1.8198)
H (-2.5061, -1.4868, -0.9578)
H (-3.8625, 0.0939, -0.2010)

Mulliken atomic charge list, values in e, 2 entries: atom 1 (C): 0.139, atom 2 (C): 0.412